1.
Formula: CH2LiO3
Source: the Open Molecules 2025 dataset
Level of theory: the ωB97M-V functional and the def2-TZVPD basis

Last column: natural (NBO) charge in e.
Geometry (Å):
O 1.42770 -0.25056 -0.16447  -0.5106
C 0.29656 0.02630 0.17289  0.9360
H 0.09397 -1.73094 -0.27282  0.5705
O -0.57024 -0.98026 0.06417  -0.7848
H 0.02523 1.92860 0.10987  0.5412
Li -2.31042 0.07698 -0.06180  0.9834
O -0.38876 1.10983 -0.19528  -0.7357

Calculated values
**Charge**: +1
**Gap between HOMO and LUMO**: 11.19 eV
**Relative energy (zero: lowest compared OMol25 entry of this formula, charge and spin)**: 0.0 kcal/mol
**LUMO energy**: -0.1818 Eh
**E_HOMO**: -16.1 eV

---

2.
Formula: CH2N2
Source: the Open Molecules 2025 dataset
Level of theory: the ωB97M-V functional and the def2-TZVPD basis

Last column: natural (NBO) charge in e.
Geometry (Å):
N -0.17880 -0.03245 2.20451  -0.2279
N 0.14216 -0.08227 -0.55166  -0.7891
H -0.31203 -0.92858 -0.56697  0.3937
H 0.23518 0.27743 -1.43832  0.3960
C 0.11349 0.76587 0.35244  0.2273

Calculated values
**Gap between HOMO and LUMO (spin up / spin down)**: 8.39 / 8.35 eV
**Relative energy (zero: lowest compared OMol25 entry of this formula, charge and spin)**: 178.8 kcal/mol
**LUMO energy (spin up / spin down)**: -0.0113 / -0.0134 Eh
**E_HOMO (spin up / spin down)**: -8.7 / -8.7 eV

---

3.
Formula: CH2N2O2
Source: the Open Molecules 2025 dataset
Level of theory: the ωB97M-V functional and the def2-TZVPD basis

Last column: natural (NBO) charge in e.
Geometry (Å):
O 0.13874 -0.21924 0.34379  -0.5668
N 0.91217 -0.12888 -1.20628  0.2448
H -1.72150 -0.80659 -0.08866  0.1013
H 1.51282 1.27161 -0.28849  0.3956
O -1.41465 -0.33295 1.82819  -0.5608
C -1.08238 -0.53233 0.69587  0.6291
N 1.65481 0.74838 -1.28442  -0.2434

Calculated values
**Gap between HOMO and LUMO**: 9.83 eV
**Relative energy (zero: lowest compared OMol25 entry of this formula, charge and spin)**: 97.9 kcal/mol
**LUMO energy**: -0.0153 Eh
**E_HOMO**: -10.2 eV

---

4.
Formula: CH2N2O2
Source: the Open Molecules 2025 dataset
Level of theory: the ωB97M-V functional and the def2-TZVPD basis

Last column: natural (NBO) charge in e.
Geometry (Å):
N -0.66483 0.18759 0.49633  0.0639
N -1.43639 1.10588 0.60878  -0.3144
O 1.88703 -0.73829 -1.53763  -0.5159
H 1.02409 -1.01877 0.39740  0.1037
O 0.05669 0.25892 -0.72943  -0.3512
H -1.89929 0.86243 1.47665  0.3717
C 1.03270 -0.65776 -0.71210  0.6421

Calculated values
**Gap between HOMO and LUMO (spin up / spin down)**: 8.72 / 7.94 eV
**Relative energy (zero: lowest compared OMol25 entry of this formula, charge and spin)**: 75.6 kcal/mol
**LUMO energy (spin up / spin down)**: 0.0391 / -0.1210 Eh
**2S+1**: 3
**E_HOMO (spin up / spin down)**: -7.7 / -11.2 eV

---

5.
Formula: CH2N2O2S
Source: the Open Molecules 2025 dataset
Level of theory: the ωB97M-V functional and the def2-TZVPD basis

Last column: natural (NBO) charge in e.
Geometry (Å):
H -0.99142 0.41883 -2.00936  0.4246
O 0.27402 0.55775 1.97317  -0.5806
N -0.98761 0.01250 1.58995  0.3562
C 0.85167 -0.39011 -1.82574  0.1928
S 2.03232 -1.32982 -2.00898  0.0633
N -0.17338 0.13986 -1.49866  -0.6818
O -1.38568 -0.88231 2.26231  -0.2627
H 0.38009 1.47329 1.51731  0.4884

Calculated values
**Gap between HOMO and LUMO**: 9.91 eV
**Relative energy (zero: lowest compared OMol25 entry of this formula, charge and spin)**: 115.5 kcal/mol
**LUMO energy**: 0.0070 Eh
**E_HOMO**: -9.7 eV

---

6.
Formula: CH2N2O3
Source: the Open Molecules 2025 dataset
Level of theory: the ωB97M-V functional and the def2-TZVPD basis

Last column: natural (NBO) charge in e.
Geometry (Å):
N -0.42608 0.51449 1.17165  -0.3275
O -0.03660 -0.98013 -1.67944  -0.4114
C 0.57530 0.31638 0.26509  0.6607
O 1.58999 0.89335 -0.00156  -0.5616
H -0.01275 -0.14335 -2.20507  0.4746
O -1.41176 -0.30958 0.67661  -0.3384
H -0.31929 0.54276 2.17861  0.3954
N 0.04119 -0.83391 -0.40590  0.1082

Calculated values
**Gap between HOMO and LUMO**: 8.53 eV
**Relative energy (zero: lowest compared OMol25 entry of this formula, charge and spin)**: 90.9 kcal/mol
**LUMO energy**: -0.0321 Eh
**E_HOMO**: -9.4 eV

---

7.
Formula: CH2N2O3
Source: the Open Molecules 2025 dataset
Level of theory: the ωB97M-V functional and the def2-TZVPD basis

Last column: natural (NBO) charge in e.
Geometry (Å):
N 1.30790 -0.41098 0.26311  0.3765
N -1.64595 0.76357 -0.09060  0.2836
O 2.30418 0.09040 0.73022  -0.3407
O 1.20504 -1.59689 -0.04952  -0.3966
H -0.65938 -0.95518 -0.59606  0.2624
H 0.50558 0.38724 -0.13350  0.3178
O -2.22629 1.72941 0.23880  -0.3046
C -0.79110 -0.00758 -0.36246  -0.1984

Calculated values
**Gap between HOMO and LUMO**: 9.44 eV
**Relative energy (zero: lowest compared OMol25 entry of this formula, charge and spin)**: 133.8 kcal/mol
**LUMO energy**: -0.0230 Eh
**E_HOMO**: -10.1 eV

---

8.
Formula: CH2N2O3S
Source: the Open Molecules 2025 dataset
Level of theory: the ωB97M-V functional and the def2-TZVPD basis

Last column: natural (NBO) charge in e.
Geometry (Å):
H -3.25669 -0.02431 -0.99423  -0.5841
H -1.17143 1.15723 0.66926  0.3404
N 1.37915 0.07875 -0.76313  -0.3982
O -1.96185 -2.02012 0.23399  -1.0284
O 2.77844 1.53534 0.57274  -0.7570
N -1.28172 0.17222 0.95107  -1.1700
S -1.49369 -0.72341 -0.26728  1.4427
O 2.66956 -0.77098 -0.31858  -0.5918
C 2.33823 0.59528 -0.08383  0.7464

Calculated values
**Charge**: -2
**Gap between HOMO and LUMO**: 6.01 eV
**Relative energy (zero: lowest compared OMol25 entry of this formula, charge and spin)**: 101.2 kcal/mol
**LUMO energy**: 0.2467 Eh
**E_HOMO**: 0.7 eV

---

9.
Formula: CH2N2O3S
Source: the Open Molecules 2025 dataset
Level of theory: the ωB97M-V functional and the def2-TZVPD basis

Last column: natural (NBO) charge in e.
Geometry (Å):
O -2.95213 0.41581 -0.39846  -0.4877
S 0.64252 1.30112 0.29845  1.6178
N -1.23326 -0.40788 0.92638  -0.4116
H 0.67583 -0.86869 1.26264  0.3834
H -0.06622 0.60024 -1.52544  0.4989
O 0.82066 0.42963 -1.11348  -0.8827
O -0.58672 1.98305 -0.01857  -0.9146
N 0.04584 -0.07786 1.36106  -0.6060
C -1.95882 0.21736 0.15962  0.8026

Calculated values
**Gap between HOMO and LUMO**: 10.05 eV
**Relative energy (zero: lowest compared OMol25 entry of this formula, charge and spin)**: 36.3 kcal/mol
**LUMO energy**: 0.0176 Eh
**E_HOMO**: -9.6 eV

---

10.
Formula: CH2N2O3S
Source: the Open Molecules 2025 dataset
Level of theory: the ωB97M-V functional and the def2-TZVPD basis

Last column: natural (NBO) charge in e.
Geometry (Å):
N 1.23058 -1.30066 0.85979  -0.6658
S -1.25362 0.90828 -0.04543  1.7094
N -0.53406 -1.28047 -0.77829  -0.2675
O -1.44839 -0.33734 -1.10314  -0.4774
H 0.25383 2.53539 -0.66126  0.5338
O 0.18251 1.58327 -0.37137  -0.9354
O -1.16927 0.41312 1.28316  -0.8925
C 0.46592 -1.21867 -0.07668  0.5815
H 2.27249 -1.30291 0.89321  0.4140

Calculated values
**Gap between HOMO and LUMO**: 9.98 eV
**Relative energy (zero: lowest compared OMol25 entry of this formula, charge and spin)**: 80.4 kcal/mol
**LUMO energy**: 0.0085 Eh
**E_HOMO**: -9.8 eV

---

11.
Formula: CH2N2O3S
Source: the Open Molecules 2025 dataset
Level of theory: the ωB97M-V functional and the def2-TZVPD basis

Last column: natural (NBO) charge in e.
Geometry (Å):
S -0.28537 0.24263 2.90234  1.7518
N -1.47089 1.89085 0.68186  0.2420
O 0.08109 -0.41963 1.33836  -0.7161
O -1.36349 1.47155 2.12689  -0.7010
O 0.89211 0.83185 3.39660  -0.8577
H 0.74947 -0.03594 -0.67023  0.2260
C 0.40056 0.50973 0.31085  0.0219
H 1.11327 1.20230 0.64618  0.2036
N -0.67668 1.35689 -0.03423  -0.1705

Calculated values
**Gap between HOMO and LUMO**: 10.04 eV
**Relative energy (zero: lowest compared OMol25 entry of this formula, charge and spin)**: 75.5 kcal/mol
**LUMO energy**: -0.0099 Eh
**E_HOMO**: -10.3 eV

---

12.
Formula: CH2N2O3S
Source: the Open Molecules 2025 dataset
Level of theory: the ωB97M-V functional and the def2-TZVPD basis

Last column: natural (NBO) charge in e.
Geometry (Å):
N 0.37594 0.75545 0.21807  -0.1968
H -0.31414 1.27662 0.73381  0.4053
H -0.03092 -1.09946 0.76079  0.2009
S 3.04726 -0.07057 -0.09155  2.3152
N 1.74808 -0.98073 -0.14166  -0.8028
O 1.28087 1.65491 -0.23612  -0.5874
O 3.86811 0.10102 -1.27179  -0.7849
O 3.61522 -0.03664 1.20960  -0.8159
C 0.65164 -0.50119 0.30048  0.2665

Calculated values
**Gap between HOMO and LUMO (spin up / spin down)**: 8.30 / 8.30 eV
**Relative energy (zero: lowest compared OMol25 entry of this formula, charge and spin)**: 81.8 kcal/mol
**LUMO energy (spin up / spin down)**: -0.0398 / -0.0398 Eh
**E_HOMO (spin up / spin down)**: -9.4 / -9.4 eV

---

13.
Formula: CH2N2O3S2
Source: the Open Molecules 2025 dataset
Level of theory: the ωB97M-V functional and the def2-TZVPD basis

Last column: natural (NBO) charge in e.
Geometry (Å):
S -0.41563 -2.27726 -0.21417  0.3225
H 0.31127 2.34992 -0.23680  0.4178
O -2.77598 0.42746 -1.34261  -0.8008
O 1.70905 0.14372 -0.73372  -0.5857
C 0.54948 0.35493 -0.52117  0.7075
N -0.35312 -0.63706 -0.26931  -0.7942
N -0.11632 1.50162 -0.61096  -0.7833
H 0.17712 -2.32759 0.89545  0.0982
S -1.87196 0.28924 -0.23133  2.2504
O -2.39441 0.24381 1.07407  -0.8322

Calculated values
**Gap between HOMO and LUMO**: 8.97 eV
**Relative energy (zero: lowest compared OMol25 entry of this formula, charge and spin)**: 36.6 kcal/mol
**LUMO energy**: -0.0440 Eh
**E_HOMO**: -10.2 eV

---

14.
Formula: CH2N2O3Si
Source: the Open Molecules 2025 dataset
Level of theory: the ωB97M-V functional and the def2-TZVPD basis

Last column: natural (NBO) charge in e.
Geometry (Å):
O 2.89759 -0.22187 -0.44113  -1.1260
Si 1.50316 0.45230 0.10262  2.0231
H 1.69460 1.58554 0.96825  -0.2393
C -2.72516 -0.95351 0.05218  0.3246
N -2.83129 -2.09878 0.24647  -0.2724
O -2.00364 1.28839 0.15983  -0.1067
H 3.83078 -0.22467 -0.42166  0.5345
O 0.15342 -0.11364 -0.30927  -1.1897
N -2.51946 0.28624 -0.35728  0.0520

Calculated values
**Gap between HOMO and LUMO (spin up / spin down)**: 9.66 / 9.25 eV
**Relative energy (zero: lowest compared OMol25 entry of this formula, charge and spin)**: 0.0 kcal/mol
**LUMO energy (spin up / spin down)**: 0.0056 / -0.0611 Eh
**2S+1**: 3
**E_HOMO (spin up / spin down)**: -9.5 / -10.9 eV

---

15.
Formula: CH2N2OS
Source: the Open Molecules 2025 dataset
Level of theory: the ωB97M-V functional and the def2-TZVPD basis

Last column: natural (NBO) charge in e.
Geometry (Å):
H 1.88401 -2.11587 -0.68322  0.4772
O -0.86314 0.13033 -1.20364  -0.9213
H -0.70000 2.26520 0.38186  0.3699
S -1.20629 0.21903 0.20453  1.5072
C 0.86423 -0.63193 0.60766  0.2473
N -1.24048 1.57460 0.81268  -1.0170
N 1.26168 -1.44136 -0.11988  -0.6633

Calculated values
**Gap between HOMO and LUMO**: 10.04 eV
**Relative energy (zero: lowest compared OMol25 entry of this formula, charge and spin)**: 26.8 kcal/mol
**LUMO energy**: -0.0125 Eh
**E_HOMO**: -10.4 eV

---

16.
Formula: CH2N2OS
Source: the Open Molecules 2025 dataset
Level of theory: the ωB97M-V functional and the def2-TZVPD basis

Last column: natural (NBO) charge in e.
Geometry (Å):
H 0.62901 0.01875 1.94369  0.0015
H -0.34416 0.06392 -1.68358  0.3673
O -2.09588 -1.72782 0.33058  -0.8655
S -1.25308 -0.65339 -0.02228  1.6784
N -0.80858 -0.79706 -1.45145  -0.8789
C -2.46382 0.72989 0.18799  -0.0466
N -3.12899 1.66971 0.11709  -0.2562

Calculated values
**Gap between HOMO and LUMO (spin up / spin down)**: 8.29 / 9.78 eV
**Relative energy (zero: lowest compared OMol25 entry of this formula, charge and spin)**: 112.7 kcal/mol
**LUMO energy (spin up / spin down)**: -0.1170 / -0.0384 Eh
**E_HOMO (spin up / spin down)**: -11.5 / -10.8 eV

---

17.
Formula: CH2N2OS
Source: the Open Molecules 2025 dataset
Level of theory: the ωB97M-V functional and the def2-TZVPD basis

Last column: natural (NBO) charge in e.
Geometry (Å):
O -0.81303 0.67590 1.41385  -0.9238
N -0.73412 0.63191 -2.26107  -0.1885
H 0.07687 -2.08585 0.39366  0.4311
H 1.16406 1.06188 0.78167  0.0752
C -0.44709 0.70701 -1.13955  -0.1022
N 0.63958 -1.20034 0.38295  -1.1171
S 0.11372 0.20949 0.42850  1.8253

Calculated values
**Gap between HOMO and LUMO**: 10.71 eV
**Relative energy (zero: lowest compared OMol25 entry of this formula, charge and spin)**: 44.0 kcal/mol
**LUMO energy**: -0.0114 Eh
**E_HOMO**: -11.0 eV

---

18.
Formula: CH2N2OS
Source: the Open Molecules 2025 dataset
Level of theory: the ωB97M-V functional and the def2-TZVPD basis

Last column: natural (NBO) charge in e.
Geometry (Å):
C 0.14758 -0.94266 -0.99017  0.1147
H 0.53032 -1.79822 -1.34966  0.2133
N -0.23085 0.03154 -0.54595  -0.3325
O 0.27511 1.22027 1.73672  -0.3412
S -2.19242 1.08157 2.09789  0.0935
H -1.06674 2.34759 0.71345  0.3864
N -0.85598 1.58285 1.37242  -0.1341

Calculated values
**Gap between HOMO and LUMO**: 8.50 eV
**Relative energy (zero: lowest compared OMol25 entry of this formula, charge and spin)**: 44.0 kcal/mol
**LUMO energy**: -0.0293 Eh
**E_HOMO**: -9.3 eV

---

19.
Formula: CH2N2OS
Source: the Open Molecules 2025 dataset
Level of theory: the ωB97M-V functional and the def2-TZVPD basis

Last column: natural (NBO) charge in e.
Geometry (Å):
O -1.84014 -0.71077 0.03945  -0.8913
H 0.43396 -0.36473 -1.71229  0.4120
N -0.00610 2.19367 1.38767  -0.3202
N 0.62087 -0.57784 -0.77402  -1.0599
C -0.26737 1.11650 1.11796  -0.0401
H 1.54864 -0.94949 -0.59347  0.4032
S -0.48987 -0.70733 0.53469  1.4964

Calculated values
**Gap between HOMO and LUMO**: 10.83 eV
**Relative energy (zero: lowest compared OMol25 entry of this formula, charge and spin)**: 5.7 kcal/mol
**LUMO energy**: 0.0076 Eh
**E_HOMO**: -10.6 eV

---

20.
Formula: CH2N2OS2
Source: the Open Molecules 2025 dataset
Level of theory: the ωB97M-V functional and the def2-TZVPD basis

Last column: natural (NBO) charge in e.
Geometry (Å):
S -0.70179 1.11947 0.52391  1.0364
N 0.38275 -1.33469 -0.14219  -0.0959
C 0.83969 -0.05422 0.05790  -0.4406
S -2.06382 -0.42594 0.32099  0.0052
H 1.67405 0.19649 0.83152  0.2604
H 1.36608 0.21339 -0.82968  0.2614
N -0.73992 -1.73667 -0.11343  -0.0814
O -0.75703 2.02217 -0.64901  -0.9454

Calculated values
**Gap between HOMO and LUMO**: 9.60 eV
**Relative energy (zero: lowest compared OMol25 entry of this formula, charge and spin)**: 37.9 kcal/mol
**LUMO energy**: -0.0019 Eh
**E_HOMO**: -9.6 eV